(1)
Below is a structure of composition C42H68MnN2O5P3Te, with properties calculated with ωB97M-V with the def2-TZVPD basis set.

LUMO level (spin up / spin down) = -0.456 / -0.647 eV
gap between HOMO and LUMO (spin up / spin down) = 6.833 / 6.636 eV
highest occupied orbital energy (spin up / spin down) = -0.2679 / -0.2676 Eh

```
! wB97M-V def2-TZVPD RIJCOSX def2/J DEFGRID3
* xyz 0 5
Mn -0.23705 -0.49157 -0.56722
O 0.39095 1.07324 0.17487
C 0.13388 2.32984 -0.11428
C 0.63146 3.32670 0.73683
C 0.34936 4.65500 0.50768
C -0.41889 5.04987 -0.59473
C -0.86386 4.08782 -1.46961
C -0.59651 2.72599 -1.25392
C -0.96838 1.77946 -2.26787
N -0.79551 0.51060 -2.17719
N -1.12275 -0.26103 -3.28604
C -1.01180 -1.51419 -2.97822
O -0.66504 -1.93688 -1.78907
C -1.32370 -2.52228 -4.01770
C -1.29925 -3.87206 -3.69135
C -1.60065 -4.82942 -4.64855
C -1.92540 -4.43943 -5.93916
C -1.94896 -3.08935 -6.26980
C -1.65122 -2.13245 -5.31515
H 1.24455 3.01178 1.57112
H 0.73684 5.40409 1.18740
H -0.63819 6.09423 -0.76689
H -1.42533 4.37149 -2.35280
H -1.38281 2.14938 -3.20326
H -1.04192 -4.15963 -2.68404
H -1.57834 -5.87988 -4.38743
H -2.15814 -5.18485 -6.68879
H -2.19810 -2.78368 -7.27766
H -1.66250 -1.07965 -5.56033
C -3.82635 -0.25028 2.83640
C -4.05460 -0.27186 1.33166
P -2.73353 -1.09146 0.33270
C -3.75837 -1.71882 -1.05775
C -4.33588 -0.58625 -1.90773
C -2.31483 -2.59147 1.30775
C -3.39673 -3.65733 1.43822
H -4.62748 0.30037 3.33158
H -2.88637 0.23750 3.08417
H -3.80796 -1.25637 3.25740
H -4.15121 0.74910 0.95565
H -4.99633 -0.77895 1.10092
H -4.56576 -2.32556 -0.64040
H -3.14089 -2.38246 -1.66438
H -4.96446 0.07973 -1.31405
H -4.95178 -0.98979 -2.71216
H -3.54430 0.00653 -2.36610
H -2.01007 -2.21846 2.29135
H -1.40080 -2.99951 0.87504
H -4.33354 -3.24302 1.81891
H -3.07854 -4.44155 2.12699
H -3.60962 -4.12943 0.47824
C 4.54322 -3.13979 3.05119
C 4.05036 -3.11381 1.62380
O 2.76501 -2.46494 1.61426
P 1.89155 -2.47306 0.28791
O 0.65059 -1.65797 0.67174
Te 2.92711 -1.63249 -1.63179
O 1.51164 -4.02667 0.25361
C 1.13077 -4.76380 -0.91927
C -0.17929 -5.46769 -0.64080
H 5.53276 -3.59776 3.08837
H 3.86731 -3.71531 3.68468
H 4.61938 -2.12772 3.45307
H 3.94535 -4.12511 1.22540
H 4.72564 -2.55338 0.97355
H 1.92286 -5.48958 -1.10809
H 1.07223 -4.09281 -1.77777
H -0.09044 -6.09517 0.24652
H -0.44977 -6.10428 -1.48574
H -0.98081 -4.74597 -0.47568
C 0.04829 -2.69479 6.63313
C 1.22477 -2.87426 5.66014
C 1.16862 -1.85438 4.51405
C 0.55755 -0.52894 4.98508
C -0.92149 -0.76343 5.34263
C -1.17533 -2.18208 5.88177
P 0.70922 0.69648 3.60458
C 2.51325 1.21824 3.61962
C 3.34482 0.87945 4.86026
C 4.88623 0.99166 4.69055
C 5.47321 1.44697 3.32735
C 4.47991 1.61171 2.16721
C 3.23333 0.76178 2.34882
C -0.03580 2.26438 4.29807
C -1.53409 2.40556 4.02721
C -1.96258 3.87319 4.17681
C -1.22443 4.57628 5.33305
C -0.76037 3.56043 6.37084
C 0.29040 2.62076 5.76221
H 0.31148 -1.97026 7.41024
H -0.16834 -3.63228 7.14851
H 1.20883 -3.88509 5.24325
H 2.16941 -2.77791 6.20286
H 0.56108 -2.23452 3.68644
H 2.15911 -1.70654 4.08217
H 1.09104 -0.19307 5.87900
H -1.54078 -0.60147 4.45787
H -1.23926 -0.02300 6.08296
H -1.38853 -2.86344 5.05072
H -2.06221 -2.18813 6.51860
H 2.45090 2.31398 3.55105
H 3.12586 -0.14494 5.16464
H 3.01847 1.50611 5.69301
H 5.30716 0.01045 4.91632
H 5.27301 1.64743 5.47191
H 6.22705 0.71422 3.03116
H 6.01797 2.38310 3.46195
H 4.97514 1.37717 1.22276
H 4.16280 2.65842 2.09266
H 3.49293 -0.29743 2.42713
H 2.57545 0.84393 1.48100
H 0.43770 3.02065 3.65903
H -2.10054 1.77586 4.71938
H -1.76645 2.05410 3.01954
H -3.04327 3.92309 4.33354
H -1.76088 4.39984 3.24004
H -1.86515 5.33462 5.78622
H -0.34666 5.10673 4.94960
H -1.62402 2.98274 6.71569
H -0.35192 4.05590 7.25402
H 0.37216 1.72176 6.37732
H 1.27066 3.10495 5.79789
*
```

(2)
Below is a structure of composition C42H31IrN7O5PSSe, with properties calculated with ωB97M-V with the def2-TZVPD basis set.

LUMO level (spin up / spin down) = -3.406 / -7.272 eV
gap between HOMO and LUMO (spin up / spin down) = 4.039 / 3.209 eV
highest occupied orbital energy (spin up / spin down) = -0.2736 / -0.3852 Eh

```
! wB97M-V def2-TZVPD RIJCOSX def2/J DEFGRID3
* xyz 1 6
Ir 1.00923 0.15288 1.05301
Se 2.50124 2.79867 8.01667
N 3.38431 1.72483 6.90168
C 2.62030 1.50896 5.86688
C 3.00185 0.67989 4.74151
C 4.15503 -0.07298 4.67550
C 4.40445 -0.86004 3.54408
C 3.50922 -0.84521 2.49540
N 2.39909 -0.10636 2.51940
C 2.09641 0.62821 3.64601
C 0.84961 1.24910 3.67951
N 0.03273 1.06235 2.58387
C -1.21364 1.52966 2.60351
C -1.71062 2.26925 3.65472
C -0.87943 2.53160 4.75911
C 0.39369 2.00771 4.79627
C 1.32210 2.16913 5.89478
N 1.07674 2.89283 6.95244
H 4.83849 -0.05685 5.51348
H 5.28283 -1.48393 3.48507
H 3.66797 -1.45272 1.61555
H -1.82615 1.29026 1.74498
H -2.72637 2.63400 3.61422
H -1.22854 3.12726 5.59155
O 1.38182 -2.39053 0.97118
S 0.42585 -2.66354 2.09246
O 1.03941 -2.95284 3.34632
O -0.55612 -1.55317 2.08982
C -0.49381 -4.02302 1.41064
C -0.74620 -5.23977 2.00524
C -1.45014 -6.19348 1.27892
C -1.87301 -5.92311 -0.01547
C -1.61177 -4.69438 -0.60816
C -0.91460 -3.73476 0.11280
P -0.49991 -2.10478 -0.57793
C 0.56627 -2.39106 -1.98864
C 0.70056 -1.40024 -2.96353
C 1.58159 -1.57545 -4.01554
C 2.35724 -2.72575 -4.08522
C 2.24311 -3.70033 -3.10339
C 1.35864 -3.53664 -2.05083
C -2.10817 -1.44735 -1.10747
C -2.95545 -0.98839 -0.09757
C -4.14556 -0.36115 -0.42407
C -4.49257 -0.18583 -1.75875
C -3.67377 -0.68452 -2.76099
C -2.47701 -1.31205 -2.44366
H -0.38815 -5.43031 3.00829
H -1.65840 -7.15776 1.72139
H -2.40167 -6.68264 -0.57569
H -1.91907 -4.49087 -1.62667
H 0.11973 -0.49060 -2.87370
H 1.67745 -0.81027 -4.77530
H 3.06622 -2.85213 -4.89211
H 2.85474 -4.59122 -3.14922
H 1.29731 -4.28869 -1.27553
H -2.65346 -1.11494 0.93555
H -4.80188 -0.00204 0.35856
H -5.40541 0.33525 -2.01778
H -3.96419 -0.58745 -3.79948
H -1.85117 -1.70809 -3.23152
N 2.27609 -0.05871 -0.38804
C 3.31155 0.09795 -0.94359
N 4.26651 0.27524 -1.69890
C 5.55519 0.10106 -1.79898
N 6.69569 -0.00507 -1.95206
C -2.72263 4.53406 -4.94630
C -1.97800 4.00760 -3.77294
C -2.58941 3.98489 -2.50064
C -1.95751 3.43135 -1.41863
C -2.59461 3.41725 -0.06657
C -0.66581 2.86499 -1.62005
C 0.01725 2.96857 -2.86727
C 1.43093 2.49126 -3.00843
C -0.65836 3.52631 -3.92083
C -0.02389 2.04755 -0.55030
O 0.89092 2.49150 0.14274
O -0.44175 0.85246 -0.43059
H -3.51093 5.21739 -4.63687
H -3.19071 3.69509 -5.47264
H -2.05595 5.03309 -5.64843
H -3.58286 4.39731 -2.37957
H -3.45735 4.07905 -0.04447
H -1.88357 3.73484 0.69758
H -2.92968 2.40429 0.16602
H 2.01083 2.74685 -2.12193
H 1.89652 2.94214 -3.88149
H 1.47404 1.40460 -3.11322
H -0.17144 3.59255 -4.88571
*
```

(3)
Below is a cluster of 2 separate species, C2H10N3 in total, with properties calculated with ωB97M-V with the def2-TZVPD basis set.

LUMO level = -3.216 eV
gap between HOMO and LUMO = 10.181 eV
highest occupied orbital energy = -0.4923 Eh

```
! wB97M-V def2-TZVPD RIJCOSX def2/J DEFGRID3
* xyz 1 1
C 0.37292 -0.77226 2.25134
N 0.84894 -0.91264 0.83765
H 1.08076 -1.15122 2.97530
H -0.61374 -1.29954 2.21276
H 0.18636 0.33849 2.34821
H 1.69138 -0.35465 0.70370
H 0.99903 -1.93524 0.67418
H 0.06294 -0.57880 0.15087
N -0.17432 1.85738 -1.74982
C -1.09098 0.84577 -1.74316
N -0.86952 -0.29247 -1.15024
H -0.55325 2.76471 -2.00557
H 0.69602 1.73824 -1.24779
H -1.81982 0.85437 -2.51041
H -0.81672 -1.10213 -1.74701
*
```

(4)
Below is a cluster of 9 separate species, C29H62NO25S4 in total, with properties calculated with ωB97M-V with the def2-TZVPD basis set.

LUMO level = -1.441 eV
gap between HOMO and LUMO = 10.485 eV
highest occupied orbital energy = -0.4382 Eh

```
! wB97M-V def2-TZVPD RIJCOSX def2/J DEFGRID3
* xyz 1 1
C -1.38261 -2.25171 0.40295
N -0.70214 -1.03610 0.84481
C -1.13022 -0.66733 2.27612
C 0.68582 -1.27914 0.60441
C -1.24338 0.18718 0.12530
C -0.43669 1.53610 0.19478
O -1.30862 2.39574 -0.62428
H -1.46054 -3.00789 1.16206
H -1.10756 -2.78164 -0.49231
H -2.48862 -2.13419 0.18655
H -0.91276 -1.68503 2.83708
H -2.15077 -0.58106 2.50657
H -0.35942 -0.02465 2.72724
H 0.75827 -1.24586 -0.39543
H 1.00590 -2.06757 1.25844
H 1.43308 -0.28870 0.81960
H -2.26274 0.34747 0.21919
H -1.31671 -0.11532 -1.02605
H 0.53447 1.29172 -0.05255
H -0.60469 1.92025 1.28801
H -0.71099 3.17637 -0.48843
O -5.83323 -1.24959 -1.12467
S -5.78539 -0.97915 0.26548
O -4.53525 -0.48144 0.81391
O -6.75951 0.24156 0.70381
C -6.57112 1.47044 0.06283
C -7.64460 2.56486 0.38019
C -6.53397 -2.22810 1.28758
H -6.47720 1.36168 -0.94634
H -5.57109 1.89609 0.28829
H -8.69008 2.26236 0.22632
H -7.34504 3.60449 0.07720
H -7.52771 2.42602 1.50628
H -6.23653 -1.83773 2.17669
H -5.87537 -3.12595 0.96373
H -7.53431 -2.32752 0.93846
O 0.17808 4.54399 -0.82796
S 1.26511 4.53671 -1.70775
O 1.94649 3.31105 -1.95227
O 0.62774 4.97267 -3.16106
C -0.06753 3.94449 -3.96973
C -0.63151 4.33403 -5.32965
C 2.32859 5.78047 -1.28870
H -0.70507 3.66786 -3.18996
H 0.59753 3.01011 -4.03302
H -1.31024 5.16391 -5.41939
H -1.13171 3.61790 -5.88215
H 0.04876 4.61569 -6.06263
H 2.93336 5.55412 -0.28630
H 1.86557 6.71989 -1.23331
H 3.15526 5.86712 -1.85415
O 5.67280 -3.48267 3.21594
S 4.99208 -3.10276 1.97320
O 4.31574 -1.86151 2.03398
O 6.17891 -3.05415 0.73662
C 6.88194 -1.85897 0.67111
C 8.05249 -2.00056 -0.40013
C 3.84701 -4.36463 1.39314
H 7.30963 -1.55913 1.62065
H 6.08911 -1.05331 0.49264
H 8.75452 -1.33790 -0.26872
H 7.62929 -1.94458 -1.35825
H 8.53475 -2.92283 -0.40320
H 3.20172 -3.88570 0.77049
H 3.34648 -4.66166 2.30758
H 4.24884 -5.19583 0.79332
O 4.51482 3.26403 1.46950
S 4.28995 1.89689 1.52308
O 3.04616 1.34184 1.17184
O 5.33553 1.22770 0.30709
C 4.96490 1.31965 -1.08506
C 5.62071 0.19965 -1.92055
C 4.81436 1.45564 3.07407
H 4.95346 2.36827 -1.50212
H 4.14174 1.03006 -1.11983
H 5.25604 0.28830 -2.89589
H 5.12985 -0.54237 -1.61895
H 6.72218 0.14845 -1.80259
H 4.92034 2.36661 3.77404
H 5.82536 1.25301 2.91371
H 4.41884 0.56102 3.42325
C -0.37293 -7.53181 3.29239
C -1.18981 -6.29506 3.90884
O -0.60926 -5.21678 3.18784
C 0.00264 -5.69335 2.00321
O 0.46062 -4.93356 1.22825
O 0.12291 -7.00915 2.08709
H -1.03414 -8.22382 3.12795
H 0.20826 -7.84553 3.98934
H -1.42532 -6.14760 4.99737
H -2.17682 -6.49351 3.43940
C -4.86445 3.06917 -2.62686
C -4.22177 3.53577 -4.09319
O -3.14731 2.66563 -4.18534
C -2.94162 1.77070 -3.20916
O -2.10335 0.92982 -3.12948
O -3.92235 2.02818 -2.23884
H -5.72700 2.45854 -3.02683
H -4.77459 3.79540 -2.02297
H -3.90286 4.61547 -4.09081
H -4.94552 3.06468 -4.74383
C 2.05542 4.73956 3.66164
C 1.05340 4.62801 2.41416
O 0.56224 3.45387 2.56858
C 1.16059 2.64247 3.55496
O 0.85156 1.61050 3.85576
O 2.11971 3.35627 3.99860
H 1.77903 5.34180 4.60164
H 2.98418 5.21092 3.27565
H 1.71227 4.66269 1.54220
H 0.57840 5.54189 2.41169
C -2.17057 -5.03983 -2.88608
C -3.02720 -3.82779 -3.28803
O -3.76206 -3.56585 -2.05285
C -3.42559 -4.38043 -1.09222
O -3.96536 -4.37908 0.03105
O -2.55587 -5.40009 -1.57358
H -1.12192 -4.82373 -2.97712
H -2.34391 -6.05590 -3.53502
H -3.73216 -4.08989 -4.19642
H -2.21613 -2.98782 -3.29469
*
```

Calculated values (eV/A) of F_max for the records, taken in order: 0.658, 1.241, 3.252, 14.177.